Computed, not measured: C19H20N2O4 in the gas phase, with ωB97M-V/def2-TZVPD.

Geometry as ORCA input:
```
! wB97M-V def2-TZVPD RIJCOSX def2/J DEFGRID3
* xyz 0 1
O -2.9110 -3.3318 -0.1192
C -3.0228 -2.1430 0.0714
N -2.2725 -1.4602 0.9819
C -0.9827 -1.9857 1.3421
C -0.0134 -1.7705 0.1799
O -0.3148 -1.1751 -0.8226
O 1.1550 -2.3476 0.4116
C 2.1454 -2.2772 -0.6213
C 3.0575 -1.0914 -0.4508
C 3.4712 -0.3555 -1.5525
C 4.3236 0.7232 -1.3896
C 4.7603 1.0800 -0.1248
C 4.3476 0.3500 0.9772
C 3.5036 -0.7342 0.8150
H 3.1791 -1.3089 1.6701
H 4.6875 0.6243 1.9651
H 5.4194 1.9258 0.0017
H 4.6412 1.2912 -2.2515
H 3.1227 -0.6259 -2.5385
H 1.6445 -2.2389 -1.5935
H 2.7114 -3.2102 -0.5346
H -1.0764 -3.0605 1.5187
H -0.6037 -1.4987 2.2412
H -2.3445 -0.4504 0.9812
C -4.0197 -1.2647 -0.6793
N -3.3891 -0.0320 -1.0902
C -3.7878 1.1700 -0.6109
O -4.8010 1.3201 0.0366
C -2.8064 2.2931 -0.9220
C -1.5412 2.0383 -0.1463
C -0.3062 1.9581 -0.7739
C 0.8389 1.6980 -0.0416
C 0.7599 1.4936 1.3245
C -0.4686 1.5660 1.9602
C -1.6115 1.8411 1.2302
H -2.5691 1.9155 1.7275
H -0.5377 1.4140 3.0279
H 1.6551 1.2822 1.8901
H 1.7952 1.6478 -0.5388
H -0.2363 2.1048 -1.8418
H -3.2620 3.2353 -0.6116
H -2.6019 2.3313 -1.9923
H -2.4836 -0.1167 -1.5317
H -4.8628 -0.9990 -0.0334
H -4.3925 -1.8253 -1.5412
*
```

**SMILES**: O=C(CNC(=O)Cc1ccccc1)NCC(=O)OCc1ccccc1
**HOMO**: -9.26 eV
**E_tot**: -31199.55414 eV
**Largest force on an atom**: 0.72 eV/Å
**Molar mass**: 340.4 u
**Kohn-Sham gap**: 9.9271 eV
**Relative energy (zero: lowest compared OMol25 entry of this formula, charge and spin)**: 0.623 eV

Here are the natural (NBO) charges for atoms 1 to 6, given in e: atom 1 (O): -0.61, atom 2 (C): 0.68, atom 3 (N): -0.62, atom 4 (C): -0.33, atom 5 (C): 0.80, atom 6 (O): -0.62

***

Computed, not measured: 2 unconnected molecules or ions with the total composition C4H7N2O in a non-equilibrium geometry, with ωB97M-V/def2-TZVPD.

Geometry as ORCA input:
```
! wB97M-V def2-TZVPD RIJCOSX def2/J DEFGRID3
* xyz 1 1
C -2.6343 1.4219 -0.3420
C 1.1475 1.4758 0.0415
C 1.5774 0.4353 -0.8042
C -0.7463 -0.8733 1.0391
N -1.7453 0.7552 -0.1264
N -0.7958 0.0277 -0.0714
O 0.8250 2.3130 0.7296
H -3.0081 2.3259 -0.7089
H 1.0265 0.5967 -1.7035
H 1.4858 -0.5468 -0.2961
H 2.6227 0.6677 -1.2625
H 0.2829 -1.1516 1.0701
H -1.1430 -0.5096 1.9265
H -1.5146 -1.7715 0.8386
*
```

**HOMO**: -12.77 eV
**E_tot**: -9276.87176 eV
**Largest force on an atom**: 3.96 eV/Å
**Molar mass**: 99.1 u
**Kohn-Sham gap**: 7.9910 eV
**Relative energy (zero: lowest compared OMol25 entry of this formula, charge and spin)**: 5.918 eV

Here are the natural (NBO) charges for atoms 1 to 6, given in e: atom 1 (C): 0.09, atom 2 (C): 0.96, atom 3 (C): -0.80, atom 4 (C): -0.43, atom 5 (N): 0.01, atom 6 (N): -0.43

***

Computed, not measured: a molecular structure, CH14Ni3O10 in a non-equilibrium geometry, with ωB97M-V/def2-TZVPD.

Geometry as ORCA input:
```
! wB97M-V def2-TZVPD RIJCOSX def2/J DEFGRID3
* xyz 4 7
Ni 1.6578 -0.7001 0.7936
Ni -2.3921 -0.2008 1.2051
Ni -0.3448 2.5724 -0.4476
C -0.5179 -0.0080 -0.5283
O -1.4487 0.8061 -0.3703
O 0.5154 0.6443 -0.3360
O -0.5116 -0.8232 0.4197
O -3.3504 -1.5869 0.0690
H -3.8312 -2.4030 0.2072
H -3.6796 -1.2529 -0.7655
O 1.8600 -2.1295 -0.8707
H 1.3125 -2.7024 -1.4076
H 2.5258 -1.7995 -1.4740
O -1.0815 -3.7584 -0.7971
H -1.1904 -3.2596 -1.6068
H -1.0167 -3.0929 -0.1121
O 3.2419 0.3509 0.3337
H 3.4767 0.5763 -0.5664
H 3.6868 1.0076 0.8694
O -0.3678 2.5206 -2.5642
H -0.9337 2.9015 -3.2357
H 0.2121 1.9304 -3.0456
O -0.4607 2.7033 1.5771
H -0.7451 1.9676 2.1194
H -0.3139 3.4167 2.1982
O 1.3381 0.5408 2.4828
H 1.6971 1.3981 2.7116
H 0.6619 0.3805 3.1410
*
```

**HOMO (spin up / spin down)**: -22.95 / -22.95 eV
**E_tot**: -144818.86615 eV
**Largest force on an atom**: 10.25 eV/Å
**Molar mass**: 362.2 u
**Kohn-Sham gap (spin up / spin down)**: 6.0786 / 5.4565 eV
**Relative energy (zero: lowest compared OMol25 entry of this formula, charge and spin)**: 3.371 eV

Here are the natural (NBO) charges for atoms 1 to 6, given in e: atom 1 (Ni): 1.67, atom 2 (Ni): 1.65, atom 3 (Ni): 1.68, atom 4 (C): 1.02, atom 5 (O): -0.85, atom 6 (O): -0.81